C4H8O2 | ωB97M-V/def2-TZVPD

Bonds (Å) are listed after each position.
Positions of all 14 atoms, in Å:
1 C -1.14152 -1.11644 0.20866  C2 1.563, H7 1.093, H8 1.108, H9 1.096
2 C -0.11629 0.05589 0.34407  C1 1.563, C3 1.489, C5 1.740, H10 1.098
3 C 1.25729 -0.41292 0.01282  C2 1.489, O4 1.403, H11 1.091, H12 1.105
4 O 2.17094 0.62585 0.24794  C3 1.403, H13 0.968
5 C -0.45840 1.49693 -0.56847  C2 1.740, O6 1.201, H14 1.179
6 O -1.65552 1.41212 -0.53076  C5 1.201
7 H -2.15913 -0.86190 0.51640  C1 1.093
8 H -0.81510 -1.95091 0.86125  C1 1.108
9 H -1.18019 -1.52319 -0.80791  C1 1.096
10 H -0.20010 0.45737 1.36214  C2 1.098
11 H 1.52007 -1.27021 0.63496  C3 1.091
12 H 1.25186 -0.74460 -1.04100  C3 1.105
13 H 1.67504 1.42111 0.00505  O4 0.968
14 H -0.14894 2.41091 -1.24512  C5 1.179

Properties
- net charge = 0
- highest occupied orbital energy (eV) = -9.25
- relative energy (zero: lowest compared OMol25 entry of this formula, charge and spin) (kJ/mol) = 310.6
- structure (SMILES) = C[C@H](C=O)CO
- energy (a.u.) = -307.59414